Entry a
Here is a 2-piece molecular cluster, C3H9NO2 overall from the Open Molecules 2025 dataset. Energies are from wB97M-V/def2-TZVPD.

XYZ file:
```
15
Properties=species:S:1:pos:R:3:mulliken_spin:R:1
N 0.86 0.38 3.08 0.811
C -0.94 0.03 -1.78 0.000
H -0.85 -1.79 -2.92 0.000
H 0.98 1.49 1.32 0.103
H -0.04 1.46 -2.74 0.000
C -0.83 -1.50 -1.88 0.000
H 0.53 1.18 3.63 0.001
H 0.22 -1.57 -1.54 0.001
H 1.29 -0.13 1.15 0.013
H 1.87 0.33 3.21 -0.007
C 0.54 0.51 1.68 0.068
O 0.08 0.52 -2.49 0.000
H -1.46 -1.97 -1.15 0.000
H -0.56 0.35 1.58 0.009
O -1.69 0.71 -1.13 0.001
```

## Properties
<S²> = 0.75
Charge = +1
HOMO level (alpha / beta) = -0.4988 / -0.4985 Ha
Spin multiplicity = 2

=====

Entry b
Here is a 2-piece molecular cluster, C3H9NO2 overall from the Open Molecules 2025 dataset. Energies are from wB97M-V/def2-TZVPD.

XYZ file:
```
15
Properties=species:S:1:pos:R:3:mulliken_spin:R:1
H 1.52 -0.50 -1.89 0.000
H -3.25 1.38 1.18 0.111
C -2.19 1.47 1.46 -0.012
H 0.03 -1.44 -1.29 0.002
H -1.76 1.32 -0.58 -0.005
C 1.06 -1.14 -1.14 -0.006
N 1.90 -2.23 -0.84 0.096
C -1.25 1.69 0.33 0.145
O -1.95 1.30 2.62 0.628
O 0.98 -0.25 0.07 0.057
H -0.41 0.97 0.44 -0.002
H 1.89 -0.25 0.38 -0.001
H 2.91 -2.31 -0.81 -0.004
H -1.04 2.73 0.09 -0.006
H 1.57 -2.74 -0.03 -0.003
```

## Properties
<S²> = 0.76
Charge = +1
HOMO level (alpha / beta) = -0.4986 / -0.4701 Ha
Spin multiplicity = 2

=====

Entry c
Here is a 2-piece molecular cluster, C3H9NO2 overall from the Open Molecules 2025 dataset. Energies are from wB97M-V/def2-TZVPD.

XYZ file:
```
15
Properties=species:S:1:pos:R:3:mulliken_spin:R:1
C 0.90 -1.71 -0.92 0.126
H 0.16 -0.92 -0.95 -0.003
O -1.04 -2.94 -1.06 0.757
O -0.55 0.98 -0.22 0.020
C 0.01 1.73 0.88 -0.001
H 1.58 -1.41 -0.13 0.005
H 1.51 -1.88 -1.81 -0.011
H 0.31 0.85 1.42 0.000
C 0.06 -2.91 -0.56 -0.021
H -1.77 2.38 1.85 -0.001
H -0.60 1.44 -1.05 0.000
H 0.94 2.19 0.53 0.000
N -0.83 2.72 1.43 0.030
H -1.23 3.38 0.72 -0.001
H 0.54 -3.89 -0.12 0.100
```

## Properties
<S²> = 0.76
Charge = +1
HOMO level (alpha / beta) = -0.4822 / -0.4728 Ha
Spin multiplicity = 2

=====

Of them, entry c has the lowest stability.

=====

Entry a
Here is a 2-piece molecular cluster, C3H9NO2 overall from the Open Molecules 2025 dataset. Energies are from wB97M-V/def2-TZVPD.

XYZ file:
```
15
Properties=species:S:1:pos:R:3:mulliken_spin:R:1
H -0.59 -2.52 -1.45 0.000
H 1.50 2.32 2.17 0.017
H 0.77 3.39 1.18 -0.007
H -1.55 -1.02 -1.60 0.000
C -1.68 -2.12 -1.76 0.002
O -2.44 -2.43 -0.65 0.002
N 0.71 0.26 1.38 0.027
O 1.26 1.08 -0.66 0.838
H 0.63 0.15 2.42 0.001
H 2.62 2.96 0.95 -0.005
C 1.58 2.49 1.16 0.129
H -2.10 -2.62 -2.65 0.000
H 0.29 -0.47 0.94 0.001
H -3.37 -2.40 -0.93 0.000
C 1.14 1.16 0.55 -0.005
```

## Properties
<S²> = 0.76
Charge = +1
HOMO level (alpha / beta) = -0.4774 / -0.4769 Ha
Spin multiplicity = 2

=====

Entry b
Here is C3H9NO2 as an isolated structure from the Open Molecules 2025 dataset. Energies are from wB97M-V/def2-TZVPD.

XYZ file:
```
15
Properties=species:S:1:pos:R:3:mulliken_spin:R:1
C -1.99 0.46 -2.14 0.031
H 1.18 -1.19 0.47 0.002
H -2.68 -0.08 -2.73 0.007
H 2.47 -0.36 0.62 -0.001
O -0.64 -1.26 -1.14 0.733
O -0.55 0.84 -0.34 0.302
H 0.45 -0.94 2.51 -0.001
H 1.17 0.90 2.41 0.000
C 1.30 -0.17 2.34 0.000
N 1.57 -0.33 0.81 -0.001
H -1.40 0.88 -3.06 -0.001
H -2.64 1.25 -1.87 0.011
C -1.02 -0.09 -1.20 -0.079
H 0.74 0.52 0.33 -0.002
H 2.04 -0.44 2.98 0.000
```

## Properties
<S²> = 0.76
Charge = +1
HOMO level (alpha / beta) = -0.6037 / -0.5808 Ha
Spin multiplicity = 2

=====

Of them, entry a has the lowest stability.

=====

Entry a
Here is C2H3ClO2 as an isolated structure from the Open Molecules 2025 dataset. Energies are from wB97M-V/def2-TZVPD.

XYZ file:
```
8
Properties=species:S:1:pos:R:3:mulliken_charge:R:1
H -1.03 -0.17 -1.58 0.323
C -0.66 -0.47 -0.68 0.185
C 0.80 0.50 0.52 -0.049
H 0.98 0.24 1.65 0.202
Cl -1.83 -1.54 0.00 -0.096
O 0.73 -0.64 -0.33 -0.320
H 1.50 1.10 -0.03 0.218
O -0.49 0.98 0.45 -0.464
```

## Properties
Charge = 0
HOMO level = -0.3676 Ha
Spin multiplicity = 1

=====

Entry b
Here is C2H3ClO2 as an isolated structure from the Open Molecules 2025 dataset. Energies are from wB97M-V/def2-TZVPD.

XYZ file:
```
8
Properties=species:S:1:pos:R:3:mulliken_charge:R:1
H -0.18 1.00 1.25 0.190
Cl 1.80 -0.40 -0.80 -0.159
C 0.04 -0.42 -0.63 -0.070
C -0.23 -0.10 1.26 0.168
O -0.40 -0.67 2.32 -0.396
H -0.05 1.38 -1.26 0.345
O -0.59 0.59 -1.26 -0.430
H -0.38 -1.38 -0.89 0.353
```

## Properties
Charge = 0
HOMO level = -0.3398 Ha
Spin multiplicity = 1

=====

Of them, entry a has the lowest stability.

=====

Entry a
Here is an isolated ion of composition C4H10O2P and charge -1 from the Open Molecules 2025 dataset. Energies are from wB97M-V/def2-TZVPD.

XYZ file:
```
17
Properties=species:S:1:pos:R:3:mulliken_charge:R:1
H -3.23 -0.13 1.04 0.354
H 3.39 0.69 -0.37 0.271
H 1.44 1.04 1.48 0.546
H 2.51 -0.43 1.36 0.304
C -1.51 0.38 -0.37 -0.368
H -1.93 0.98 -1.12 0.369
C 2.27 0.68 -0.53 -1.057
C 1.71 0.28 0.83 -0.845
H -3.61 -0.63 -0.45 0.316
H -1.14 0.96 0.39 0.326
H 2.02 0.00 -1.27 0.369
H 2.06 1.69 -0.86 0.278
P 0.37 -1.15 0.42 -0.099
O -0.56 -0.47 -0.88 -0.315
O 1.29 -2.10 -0.25 -0.639
C -2.73 -0.41 0.13 -1.065
H -2.35 -1.38 0.46 0.257
```

## Properties
Charge = -1
HOMO level = -0.0835 Ha
Spin multiplicity = 1

=====

Entry b
Here is an isolated ion of composition C4H10O2P and charge -1 from the Open Molecules 2025 dataset. Energies are from wB97M-V/def2-TZVPD.

XYZ file:
```
17
Properties=species:S:1:pos:R:3:mulliken_charge:R:1
H 1.27 1.36 1.92 0.265
H -2.14 0.41 0.33 0.386
P 0.26 -0.94 -1.02 0.838
H -0.84 -2.65 0.16 0.149
H -0.13 -0.31 1.22 0.194
H -1.40 1.33 -0.87 0.343
C -1.16 -2.09 -0.78 -1.066
O 1.89 -1.48 -0.49 -0.619
C -1.21 1.06 0.18 -1.507
C 0.02 0.25 0.39 0.430
C 1.20 1.16 0.78 -1.300
H -1.04 -2.86 -1.54 0.248
H 2.12 0.72 0.32 0.373
O 0.35 -0.43 -2.42 -0.751
H 1.16 2.10 0.24 0.330
H -1.27 1.84 0.95 0.408
H 2.03 -2.26 -1.09 0.280
```

## Properties
Charge = -1
HOMO level = -0.1105 Ha
Spin multiplicity = 1

=====

Of them, entry a has the lowest stability.